Formula: C6H16N2
Source: the OMol25 dataset
Level of theory: the ωB97M-V functional and the def2-TZVPD basis

The calculation puts the LUMO energy (spin up / spin down) at -2.78 / -7.15 eV. As for the orbital gap (spin up / spin down): 9.64 / 5.26 eV. As for the energy above the lowest of the compared OMol25 structures with the same formula, charge and spin: 7.07 kcal/mol. The spin multiplicity is 2. Its net charge is +1. The calculation puts the HOMO energy (spin up / spin down) at -12.418 / -12.403 eV.

Cartesian coordinates (Å):
C 0.11 1.14 -0.75
C 1.45 0.74 -0.17
C 1.53 0.85 1.36
N 1.63 2.22 1.87
C -1.11 0.26 -0.30
N -0.95 -1.11 -0.62
C -1.78 -1.70 -1.64
C -0.45 -1.98 0.45
H 0.07 1.18 -1.84
H -0.15 2.14 -0.40
H 2.25 1.34 -0.60
H 1.68 -0.31 -0.43
H 0.64 0.43 1.81
H 2.42 0.32 1.69
H 0.73 2.65 2.04
H 2.15 2.85 1.27
H -1.34 0.46 0.74
H -1.93 0.69 -0.85
H -1.52 -2.73 -1.83
H -1.67 -1.14 -2.57
H -2.82 -1.65 -1.32
H -0.98 -1.79 1.38
H -0.59 -3.02 0.16
H 0.62 -1.81 0.55



Formula: C4H13N2O4
Source: the OMol25 dataset
Level of theory: the ωB97M-V functional and the def2-TZVPD basis

The calculation puts the LUMO energy at 3.54 eV. As for the orbital gap: 7.46 eV. As for the energy above the lowest of the compared OMol25 structures with the same formula, charge and spin: 63.42 kcal/mol. Its net charge is -1. The calculation puts the HOMO energy at -3.923 eV.

Cartesian coordinates (Å):
O -0.52 -0.23 -0.76
C -0.05 -0.14 0.36
N 0.55 -1.11 1.08
C 1.17 -2.22 0.15
O 2.43 -1.87 -0.12
C -0.51 1.05 1.29
N -1.92 0.88 1.66
C -2.97 1.70 0.97
H 1.04 -0.92 1.93
H 1.28 -3.14 0.77
H 0.40 -2.42 -0.61
H -0.02 0.98 2.31
H -0.33 1.98 0.71
H -2.22 -0.09 1.52
H -3.12 2.52 1.64
H -2.53 2.03 0.03
H -3.94 1.21 0.89
H 2.39 -0.64 -1.10
H 3.75 -0.38 -1.83
O 2.91 0.05 -1.68
H 1.47 0.22 -3.30
H 0.23 0.41 -2.52
O 0.51 0.14 -3.41



Formula: C6H22O7
Source: the OMol25 dataset
Level of theory: the ωB97M-V functional and the def2-TZVPD basis

Its SMILES is C=C(O)/C=C/CC.O.O.O.O.O.O. The calculation puts the LUMO energy at 0.22 eV. As for the orbital gap: 8.56 eV. As for the energy above the lowest of the compared OMol25 structures with the same formula, charge and spin: 90.08 kcal/mol. The calculation puts the HOMO energy at -8.337 eV.

Cartesian coordinates (Å):
C 1.32 -2.58 -0.67
C 0.36 -1.81 -0.13
O -0.96 -2.20 -0.23
C 0.53 -0.80 0.91
C 1.67 -0.17 1.12
C 1.95 0.80 2.22
C 2.41 2.19 1.65
H 1.07 -3.48 -1.20
H 2.34 -2.35 -0.42
H -0.98 -2.38 -1.21
H -0.28 -0.65 1.64
H 2.54 -0.31 0.47
H 0.98 0.88 2.72
H 2.71 0.42 2.93
H 3.26 2.00 1.01
H 1.47 2.75 1.47
H 2.95 2.69 2.46
O 0.16 -2.34 -2.92
H 1.04 -2.41 -3.31
H -0.11 -3.28 -3.01
O -2.43 1.86 0.38
H -1.72 2.47 0.15
H -2.06 1.16 0.93
O -0.05 3.36 3.24
H 0.15 3.58 2.33
H 0.66 3.77 3.74
O -4.42 -0.36 -0.81
H -4.93 0.41 -0.53
H -3.51 -0.03 -0.83
O -2.29 -3.22 -3.78
H -1.92 -2.32 -3.79
H -2.95 -3.15 -3.08
O 0.01 2.04 -1.01
H 0.93 2.05 -0.70
H 0.10 1.41 -1.74



Formula: C6H12N2
Source: the OMol25 dataset
Level of theory: the ωB97M-V functional and the def2-TZVPD basis

Its SMILES is Cc1c[nH]cn1.CC. The calculation puts the LUMO energy at 0.88 eV. As for the orbital gap: 9.53 eV. As for the energy above the lowest of the compared OMol25 structures with the same formula, charge and spin: 8.19 kcal/mol. The calculation puts the HOMO energy at -8.650 eV.

Cartesian coordinates (Å):
C 1.73 -1.18 1.63
C 0.52 -1.74 0.94
C 0.33 -1.89 -0.40
N -1.02 -2.11 -0.59
C -1.58 -2.12 0.66
N -0.70 -1.87 1.57
H 2.34 -1.94 2.12
H 1.41 -0.48 2.40
H 2.36 -0.70 0.89
H 0.94 -1.95 -1.28
H -1.40 -2.51 -1.42
H -2.65 -2.12 0.73
C -0.23 3.06 -1.48
C -0.37 2.10 -0.31
H 0.77 2.99 -1.94
H -1.01 2.95 -2.22
H -0.34 4.07 -1.09
H -1.41 2.08 0.00
H 0.44 2.28 0.39
H -0.15 1.08 -0.61



Formula: C39H60AgGeN4O4P3S
Source: the OMol25 dataset
Level of theory: the ωB97M-V functional and the def2-TZVPD basis

The calculation puts the LUMO energy (spin up / spin down) at 2.58 / 1.77 eV. As for the orbital gap (spin up / spin down): 6.15 / 6.13 eV. As for the energy above the lowest of the compared OMol25 structures with the same formula, charge and spin: 34.35 kcal/mol. The spin multiplicity is 2. Its net charge is -1. The calculation puts the HOMO energy (spin up / spin down) at -3.575 / -4.366 eV.

Cartesian coordinates (Å):
Ag 0.23 -0.23 0.05
C 3.04 -0.49 3.58
C 3.73 -0.90 2.28
C 5.23 -0.63 2.34
P 2.78 -0.12 0.85
C 3.06 1.71 1.20
N 2.58 2.63 0.22
Ge 0.61 2.19 -0.72
N -0.16 2.37 -2.66
C -0.83 1.29 -3.30
P -1.51 -0.18 -2.09
C -3.19 0.62 -1.72
C -4.19 0.79 -2.85
C -2.97 1.97 -1.06
C -1.96 -1.38 -3.47
C -0.90 -2.47 -3.62
C -2.26 -0.85 -4.88
C -0.09 3.58 -3.24
C -0.65 3.93 -4.49
C -0.58 5.22 -4.97
C 0.03 6.22 -4.23
C 0.64 5.89 -3.03
C 0.62 4.59 -2.56
N 1.36 4.16 -1.41
C 2.76 3.97 -1.67
C 3.45 4.52 -2.72
C 4.82 4.31 -2.86
C 5.48 3.55 -1.91
C 4.80 2.96 -0.86
C 3.41 3.15 -0.72
C 1.13 5.03 -0.29
C 1.84 6.20 -0.12
C 1.48 7.11 0.87
C 0.38 6.83 1.66
C -0.30 5.63 1.53
C 0.11 4.66 0.60
N -0.40 3.40 0.50
C -1.18 2.95 1.63
P -0.96 1.16 2.21
C -0.89 1.53 4.07
C -2.05 2.34 4.65
C 0.44 2.19 4.41
C -2.62 0.27 2.05
C -3.94 1.05 2.13
C -2.64 -0.90 3.03
C 3.88 -0.56 -0.60
C 3.97 -2.08 -0.69
C 3.26 -0.04 -1.90
H 3.36 -1.14 4.40
H 1.96 -0.58 3.46
H 3.29 0.53 3.85
H 3.56 -1.97 2.14
H 5.44 0.43 2.38
H 5.75 -1.06 1.49
H 5.64 -1.07 3.25
H 4.12 1.89 1.43
H 2.47 1.88 2.10
H -0.15 0.76 -3.97
H -1.69 1.65 -3.87
H -3.64 -0.06 -0.99
H -3.83 1.49 -3.60
H -5.10 1.23 -2.43
H -4.46 -0.15 -3.32
H -2.60 2.70 -1.77
H -2.23 1.87 -0.26
H -3.91 2.34 -0.64
H -2.87 -1.85 -3.07
H -0.01 -2.06 -4.08
H -1.28 -3.29 -4.24
H -0.63 -2.88 -2.65
H -1.34 -0.55 -5.38
H -2.95 -0.02 -4.91
H -2.70 -1.66 -5.46
H -1.13 3.18 -5.09
H -1.02 5.45 -5.93
H 0.06 7.24 -4.60
H 1.14 6.65 -2.46
H 2.93 5.12 -3.46
H 5.35 4.74 -3.68
H 6.55 3.40 -1.99
H 5.34 2.36 -0.15
H 2.67 6.41 -0.77
H 2.03 8.02 1.00
H 0.03 7.55 2.39
H -1.17 5.47 2.15
H -2.25 3.15 1.46
H -0.87 3.52 2.50
H -0.90 0.53 4.53
H -2.10 3.33 4.21
H -1.91 2.45 5.72
H -3.00 1.85 4.49
H 0.51 3.18 3.97
H 1.25 1.58 4.03
H 0.55 2.29 5.49
H -2.53 -0.18 1.06
H -4.30 1.11 3.16
H -4.69 0.52 1.55
H -3.87 2.06 1.74
H -2.71 -0.58 4.07
H -1.75 -1.51 2.89
H -3.50 -1.53 2.81
H 4.88 -0.12 -0.47
H 2.95 -2.48 -0.75
H 4.46 -2.52 0.18
H 4.52 -2.37 -1.58
H 2.24 -0.42 -1.98
H 3.84 -0.41 -2.75
H 3.24 1.04 -1.94
O 0.40 -2.33 -0.99
S -0.86 -2.54 -0.27
O -1.40 -3.86 -0.43
O -0.68 -2.13 1.13
O -1.93 -1.54 -0.86



Formula: C10H25B2N5O5P
Source: the OMol25 dataset
Level of theory: the ωB97M-V functional and the def2-TZVPD basis

The calculation puts the LUMO energy at -4.37 eV. As for the orbital gap: 5.83 eV. Its net charge is +1. The calculation puts the HOMO energy at -10.206 eV.

Cartesian coordinates (Å):
C 2.23 -0.31 1.10
B 2.29 1.29 1.05
O 2.62 1.93 2.27
N 2.06 2.02 -0.23
C 2.40 3.47 -0.20
N 1.88 4.20 -1.36
C 0.81 1.75 -0.86
N 0.87 1.37 -2.10
B 2.20 1.22 -2.82
O 2.59 2.06 -3.86
O 3.03 0.17 -2.35
N -0.49 1.80 -0.30
C -0.98 0.48 0.20
C -2.57 0.45 0.15
C -3.06 -0.93 -0.41
O -3.07 1.45 -0.76
P -0.76 3.12 0.81
O -0.59 4.50 0.22
H 3.15 -0.71 0.58
H 1.37 -0.75 0.55
H 2.27 -0.65 2.15
H 2.05 2.69 2.43
H 2.05 4.01 0.71
H 3.51 3.56 -0.19
H 2.15 5.17 -1.23
H 2.35 3.93 -2.23
H 0.00 1.16 -2.58
H 3.54 2.18 -3.75
H 3.77 0.53 -1.85
H -0.65 -0.29 -0.54
H -0.61 0.21 1.22
H -3.04 0.63 1.13
H -2.68 -1.13 -1.43
H -2.73 -1.71 0.31
H -4.17 -0.93 -0.49
H -3.70 2.00 -0.29
H 0.05 2.91 1.97
H -2.11 2.96 1.26
N -2.75 -5.07 0.79
C -2.72 -6.11 1.68
C -1.41 -6.45 1.89
C -0.61 -5.58 1.10
C -1.47 -4.74 0.44
H -3.58 -4.62 0.44
H -3.63 -6.52 2.08
H -1.06 -7.23 2.54
H 0.46 -5.57 1.04
H -1.27 -3.93 -0.26



Formula: C27H25N4O7P4V
Source: the OMol25 dataset
Level of theory: the ωB97M-V functional and the def2-TZVPD basis

The calculation puts the LUMO energy (spin up / spin down) at -5.40 / -4.64 eV. As for the orbital gap (spin up / spin down): 6.78 / 7.54 eV. As for the energy above the lowest of the compared OMol25 structures with the same formula, charge and spin: 4.40 kcal/mol. The spin multiplicity is 2. Its net charge is +1. The calculation puts the HOMO energy (spin up / spin down) at -12.181 / -12.177 eV.

Cartesian coordinates (Å):
V -0.13 -0.11 -0.09
O 2.93 1.40 0.73
P 2.66 1.04 -0.80
O 3.86 0.98 -1.60
O 1.66 -0.13 -0.74
O 1.67 2.30 -1.26
P 0.10 2.21 -1.10
O -0.40 3.67 -1.26
O -0.49 1.09 -1.91
O -0.21 1.75 0.36
H 3.79 1.83 0.83
H -0.17 4.14 -2.07
C -2.71 1.19 2.83
N -2.27 -0.06 2.18
P -2.60 -0.27 0.48
C -3.44 -1.85 0.30
C -4.15 -2.44 1.34
C -4.86 -3.61 1.10
C -4.85 -4.19 -0.16
C -4.15 -3.59 -1.20
C -3.44 -2.42 -0.97
C -3.86 0.93 0.01
C -5.11 0.91 0.63
C -6.10 1.78 0.23
C -5.87 2.66 -0.82
C -4.64 2.67 -1.47
C -3.64 1.80 -1.05
P -0.60 -0.48 2.31
C 0.10 0.45 3.68
C 1.17 1.31 3.48
C 1.74 1.95 4.57
C 1.24 1.74 5.84
C 0.16 0.88 6.04
C -0.40 0.22 4.97
C -0.48 -2.21 2.77
C 0.73 -2.87 2.52
C 0.89 -4.18 2.91
C -0.15 -4.86 3.54
C -1.35 -4.21 3.80
C -1.52 -2.88 3.42
H -3.80 1.27 2.75
H -2.27 2.07 2.36
H -2.45 1.17 3.88
H -4.16 -1.99 2.32
H -5.41 -4.08 1.91
H -5.40 -5.10 -0.34
H -4.15 -4.04 -2.18
H -2.90 -1.95 -1.78
H -5.31 0.20 1.43
H -7.07 1.77 0.72
H -6.65 3.34 -1.14
H -4.47 3.34 -2.30
H -2.69 1.78 -1.58
H 1.55 1.48 2.48
H 2.58 2.62 4.42
H 1.68 2.24 6.69
H -0.22 0.71 7.04
H -1.22 -0.47 5.13
H 1.53 -2.35 2.01
H 1.82 -4.69 2.71
H -0.02 -5.89 3.83
H -2.15 -4.73 4.29
H -2.45 -2.37 3.62
N -0.28 -1.94 -0.33
C -0.47 -3.12 -0.44
N -0.78 -4.30 -0.50
C -0.09 -5.42 -0.68
N 0.44 -6.43 -0.82



Formula: C37H40BF40IN2O7P
Source: the OMol25 dataset
Level of theory: the ωB97M-V functional and the def2-TZVPD basis

The calculation puts the LUMO energy at -2.97 eV. As for the orbital gap: 8.22 eV. Its net charge is +1. The calculation puts the HOMO energy at -11.195 eV.

Cartesian coordinates (Å):
C -3.24 4.93 0.58
B -2.70 3.94 -0.61
O -1.88 4.53 -1.72
N -2.96 2.43 -0.72
C -3.43 1.81 0.60
C -3.71 0.20 0.49
P -2.60 -0.72 1.80
O -3.67 -1.64 2.85
I -1.17 -2.28 0.53
N -3.30 -0.38 -0.85
C -3.93 0.35 -2.02
C -3.77 2.02 -1.92
C -5.18 2.80 -2.16
C -6.28 2.69 -0.97
C -6.83 4.13 -0.31
C -8.00 4.17 0.88
C -8.69 2.77 1.49
C -8.13 1.34 0.84
C -6.96 1.34 -0.35
H -3.63 5.92 0.05
H -4.14 4.52 1.20
H -2.32 5.26 1.23
H -1.06 3.93 -1.81
H -1.99 2.01 -0.87
H -2.51 1.93 1.35
H -4.36 2.35 1.07
H -4.82 -0.03 0.80
H -3.70 -1.10 3.71
H -3.74 -1.34 -0.87
H -3.35 -0.03 -2.99
H -5.06 0.05 -2.23
H -3.08 2.29 -2.87
H -5.07 3.95 -2.46
H -5.68 2.29 -3.12
H -6.44 5.17 -0.69
H -8.41 5.18 1.31
H -9.55 2.79 2.31
H -8.60 0.31 1.22
H -6.66 0.28 -0.76
C 2.94 2.44 0.37
C 4.29 2.29 -0.34
C 4.46 3.15 -1.59
F 3.54 2.86 -2.54
F 5.67 2.93 -2.16
F 4.52 0.98 -0.60
F 5.26 2.66 0.56
O 1.95 1.45 0.07
C 1.20 1.68 -1.12
C 1.47 0.63 -2.21
F 2.78 0.56 -2.53
F 0.80 0.93 -3.35
F 1.41 2.94 -1.54
F -0.11 1.63 -0.75
H 3.13 2.31 1.44
H 2.53 3.46 0.29
H 4.39 4.21 -1.35
H 1.15 -0.37 -1.88
C 5.59 -1.86 -0.89
C 6.59 -2.22 0.23
C 7.79 -3.05 -0.23
F 7.43 -4.24 -0.76
F 8.60 -3.34 0.83
F 5.92 -2.83 1.24
F 7.06 -1.04 0.74
O 4.44 -2.70 -1.00
C 4.63 -3.91 -1.75
C 4.51 -5.17 -0.89
F 5.39 -5.16 0.15
F 4.79 -6.29 -1.61
F 5.81 -3.83 -2.41
F 3.67 -3.91 -2.70
H 5.18 -0.88 -0.63
H 6.09 -1.71 -1.86
H 8.39 -2.50 -0.96
H 3.50 -5.27 -0.47
C 0.58 -7.23 4.70
C -0.43 -6.10 4.92
C -1.52 -6.00 3.86
F -1.02 -5.78 2.63
F -2.35 -4.95 4.13
F 0.24 -4.93 5.07
F -1.03 -6.33 6.13
O 1.81 -6.87 4.07
C 1.78 -6.80 2.65
C 1.97 -5.38 2.10
F 1.05 -4.52 2.60
F 1.84 -5.35 0.75
F 0.63 -7.38 2.21
F 2.79 -7.60 2.21
H 0.89 -7.58 5.70
H 0.13 -8.12 4.23
H -2.13 -6.90 3.83
H 2.96 -5.00 2.36
C -10.31 2.23 -5.78
C -9.77 1.61 -7.07
C -8.62 0.62 -6.87
F -7.55 1.18 -6.28
F -8.19 0.14 -8.07
F -9.43 2.60 -7.93
F -10.80 0.94 -7.66
O -9.81 3.53 -5.44
C -8.56 3.53 -4.75
C -7.42 4.16 -5.57
F -7.26 3.54 -6.77
F -6.23 4.07 -4.92
F -8.27 2.28 -4.33
F -8.76 4.26 -3.62
H -11.39 2.40 -5.94
H -10.27 1.54 -4.92
H -8.94 -0.24 -6.27
H -7.63 5.22 -5.77
C 8.86 0.00 3.53
C 9.71 1.15 2.99
C 11.21 1.02 3.24
F 11.51 0.95 4.56
F 11.88 2.10 2.75
F 9.23 2.33 3.48
F 9.51 1.20 1.64
O 8.24 0.21 4.81
C 9.07 -0.05 5.94
C 9.39 1.21 6.75
F 9.98 2.16 5.99
F 10.25 0.93 7.77
F 10.18 -0.72 5.53
F 8.37 -0.93 6.71
H 8.01 -0.11 2.84
H 9.37 -0.97 3.48
H 11.61 0.13 2.75
H 8.48 1.64 7.18



Formula: C11H14S
Source: the OMol25 dataset
Level of theory: the ωB97M-V functional and the def2-TZVPD basis

The calculation puts the LUMO energy (spin up / spin down) at 0.22 / 0.14 eV. As for the orbital gap (spin up / spin down): 7.45 / 7.43 eV. As for the energy above the lowest of the compared OMol25 structures with the same formula, charge and spin: 84.39 kcal/mol. The calculation puts the HOMO energy (spin up / spin down) at -7.231 / -7.289 eV.

Cartesian coordinates (Å):
C -3.29 0.49 0.80
C -2.71 0.95 -0.35
C -2.60 -0.37 1.55
C -1.35 0.77 -0.59
C -1.32 -0.78 1.23
C -0.60 -0.17 0.24
C 0.90 2.54 0.78
C 1.64 1.48 0.89
C 1.58 -1.50 0.63
C 2.06 -1.31 -2.57
C 0.78 -0.47 -0.11
S 1.46 0.16 -1.73
H -4.23 0.86 1.00
H -3.30 1.63 -1.04
H -3.21 -0.82 2.33
H -0.94 1.13 -1.48
H -0.74 -1.45 1.75
H 1.13 3.34 1.50
H 0.29 2.58 -0.14
H 2.51 1.13 1.37
H 2.39 -1.09 1.31
H 2.02 -2.23 -0.07
H 0.81 -2.11 1.18
H 3.11 -1.12 -3.19
H 1.39 -1.55 -3.43
H 2.23 -2.10 -1.88



Listing max |F| for the structures above in their given order: 2.014, 3.519, 2.521, 1.696, 2.519, 3.200, 1.521, 5.217, 4.389 eV Å⁻¹.